Entry 1:
Below is a structure of composition H11O6 at a distorted geometry, with properties calculated with ωB97M-V with the def2-TZVPD basis set.

```
! wB97M-V def2-TZVPD RIJCOSX def2/J DEFGRID3
* xyz -1 1
O -0.4576 0.1841 -1.6438
H -1.4188 0.2974 -1.6189
O 0.7127 -2.3227 -1.4923
H 0.7529 -1.5509 -0.8340
H 0.1394 -2.0785 -2.1642
O 0.4955 2.3696 -0.9665
H 1.0890 2.4153 -1.7678
H -0.0766 1.2423 -1.2399
O -1.0790 -0.2051 1.0182
H -1.1457 -0.1340 0.0728
H -0.2377 0.3222 0.9107
O 0.2457 2.5670 1.4639
H 0.7347 2.7935 2.2548
H 0.7280 2.4981 0.5435
O 0.0495 -2.7135 1.7753
H 0.1131 -2.9772 0.8410
H -0.4119 -1.8630 1.7635
*
```

* HOMO energy: -5.6 eV
* strongest force on any atom: 4.329 eV Å⁻¹
* energy above the lowest of the compared OMol25 structures with the same formula, charge and spin: 1.286 eV
* E: -458.07188 Eh
* Kohn-Sham gap: 9.67 eV

***

Entry 2:
Below is a structure of composition H12Li7O26S5 at a distorted geometry, with properties calculated with ωB97M-V with the def2-TZVPD basis set.

```
! wB97M-V def2-TZVPD RIJCOSX def2/J DEFGRID3
* xyz -3 1
Li -5.6906 8.7052 -14.8679
Li -4.1676 11.5929 -16.0865
Li -8.2946 9.5374 -18.1129
Li -2.1021 8.9133 -17.5725
Li -3.8124 6.5976 -15.5573
Li -6.6044 6.3852 -16.4341
Li -6.8378 8.8089 -20.1738
S -2.6656 8.8864 -14.8475
O -1.6582 8.8376 -13.7969
O -2.2458 7.9579 -15.9697
O -3.9107 8.3089 -14.3136
O -2.8194 10.2749 -15.3859
S -5.7321 6.0342 -13.1574
O -6.7100 7.1767 -13.0348
O -6.3519 4.7679 -12.7268
O -5.4677 5.9761 -14.6527
O -4.4815 6.3129 -12.4500
S -10.1091 8.5859 -20.4673
O -8.7722 8.9911 -19.8103
O -10.9696 9.7922 -20.3057
O -9.8318 8.2745 -21.8737
O -10.6483 7.4419 -19.7316
S -5.2235 8.8964 -17.4646
O -5.2207 9.9818 -16.4488
O -3.9822 8.9488 -18.2811
O -5.2261 7.6808 -16.6611
O -6.4385 8.9979 -18.2878
S -6.6718 5.5266 -19.7434
O -7.9403 4.9002 -20.0843
O -5.5157 4.6939 -20.1230
O -6.5146 6.8853 -20.3751
O -6.6186 5.7189 -18.2288
O -3.0230 6.7755 -19.8642
H -3.4441 7.5127 -19.4064
H -2.3551 6.4440 -19.2577
O -4.0508 12.1642 -18.0187
H -4.7546 12.1351 -18.6742
H -3.5781 12.9810 -18.2030
O -7.8852 11.5742 -18.4304
H -7.4206 12.0647 -17.7463
H -7.3774 11.6981 -19.2365
O -4.1189 5.0869 -17.1734
H -4.6153 4.2937 -16.9592
H -4.6072 5.4443 -17.9405
O -5.4479 12.2352 -14.6295
H -5.7599 13.0639 -14.2595
H -6.2257 11.6705 -14.6847
O -3.9693 10.5588 -20.4191
H -3.1518 10.3004 -20.8492
H -3.9096 10.1974 -19.5152
*
```

* HOMO energy: 0.4 eV
* strongest force on any atom: 2.851 eV Å⁻¹
* energy above the lowest of the compared OMol25 structures with the same formula, charge and spin: 0.000 eV
* E: -4007.82767 Eh
* Kohn-Sham gap: 3.09 eV

***

Entry 3:
Below is a structure of composition H12NaO10S at a distorted geometry, with properties calculated with ωB97M-V with the def2-TZVPD basis set.

```
! wB97M-V def2-TZVPD RIJCOSX def2/J DEFGRID3
* xyz -1 1
Na 11.7358 0.6601 -14.1202
S 9.4545 -2.5095 -19.3165
O 8.2846 -3.3324 -19.6101
O 10.6763 -3.2668 -19.6670
O 9.3171 -1.2610 -20.0253
O 9.5240 -2.2421 -17.8934
O 11.2372 2.7850 -18.2020
H 10.8194 3.6332 -18.3512
H 10.8020 2.1921 -18.8146
O 14.8870 -1.9187 -12.7210
H 15.0660 -1.8052 -11.7875
H 15.6636 -1.5697 -13.1584
O 9.9757 -4.6871 -13.5191
H 9.9160 -4.1695 -14.3221
H 10.2799 -4.0673 -12.8562
O 14.7677 3.1720 -10.7249
H 14.6555 4.0856 -10.9877
H 15.6086 3.1553 -10.2680
O 8.5797 3.3828 -13.1649
H 7.9855 3.3432 -13.9143
H 8.1079 3.8993 -12.5116
O 9.5474 -0.8462 -10.4102
H 8.7622 -0.4060 -10.0846
H 10.1939 -0.7296 -9.7141
*
```

* HOMO energy: -1.9 eV
* strongest force on any atom: 3.328 eV Å⁻¹
* energy above the lowest of the compared OMol25 structures with the same formula, charge and spin: 6.796 eV
* E: -1319.99543 Eh
* Kohn-Sham gap: 2.06 eV